C25H22N5O3PtS5 as an isolated structure. Source: the Open Molecules 2025 dataset; level of theory: ωB97M-V with the def2-TZVPD basis set.

XYZ file:
```
61
Properties=species:S:1:pos:R:3
Pt -1.32758 -0.94283 -1.06151
S -8.18586 -2.13470 0.81884
C -6.65709 -1.91512 0.34029
S -5.30867 -2.86374 0.91664
C -4.05246 -2.07363 0.03155
C -4.46963 -1.00532 -0.79591
S -3.43706 -0.09330 -1.77087
S -6.16439 -0.67308 -0.78412
S -2.46147 -2.61126 0.17907
O -1.12919 0.35737 1.25571
C 0.08688 0.60787 1.85492
C 1.47081 -0.34210 0.64156
O 2.50445 0.17408 0.87826
O 0.90769 -1.20791 0.02971
C 0.38491 -0.30465 2.95236
C 1.48367 -0.05258 3.77584
C 1.75555 -0.89725 4.83428
C 0.94548 -2.00088 5.06898
C -0.14040 -2.26286 4.24568
C -0.42318 -1.42422 3.18267
C 0.32722 2.08046 1.99521
C -0.69266 2.73942 2.69251
C -0.63859 4.10661 2.89769
C 0.43627 4.83399 2.41251
C 1.45008 4.18616 1.72927
C 1.40525 2.81415 1.51882
H -1.49894 1.19889 0.95027
H 2.11243 0.80460 3.58340
H 2.59729 -0.70017 5.48165
H 1.16056 -2.65788 5.89964
H -0.76899 -3.12055 4.43748
H -1.26805 -1.62319 2.53890
H -1.51752 2.17446 3.10781
H -1.42922 4.59658 3.44568
H 0.48405 5.90200 2.57386
H 2.29016 4.74887 1.35170
H 2.20659 2.33915 0.98177
C 1.60833 3.29850 -4.96612
C 1.00273 2.38795 -3.94997
C -0.15157 2.72530 -3.25417
C -0.68452 1.84037 -2.33949
N -0.13472 0.65261 -2.06917
C 0.98383 0.32570 -2.72979
C 1.57411 1.15174 -3.66021
H 1.06997 4.24004 -5.02950
H 1.59932 2.83077 -5.95008
H 2.64691 3.51010 -4.71534
H -0.64555 3.67048 -3.42467
H -1.58945 2.08363 -1.79825
H 1.41220 -0.63628 -2.48741
H 2.47584 0.82575 -4.15835
N 2.05725 -3.68528 -1.40488
C 1.77695 -4.38792 -2.51663
N 2.65390 -5.32408 -2.90752
N 0.70419 -4.22474 -3.26936
C -0.10656 -3.27515 -2.91718
N -0.87389 -2.44120 -2.67245
H 2.89039 -3.86885 -0.87488
H 1.41309 -3.01024 -1.02347
H 3.44995 -5.57765 -2.35192
H 2.42892 -5.86904 -3.72130
```

Computed properties:
Net charge   +1
Spin multiplicity   5
ΔE to the lowest compared entry with this formula, charge and spin   22.3 kcal/mol
E_HOMO (alpha / beta)   -0.359 / -0.400 Ha
Electronic energy   -97291.489 eV
Molar mass   795.90 g/mol
LUMO level (alpha / beta)   -2.296 / -4.806 eV
Orbital gap (alpha / beta)   0.2741 / 0.2235 Ha



C25H23AsAuF3N6O3S as an isolated structure. Source: the Open Molecules 2025 dataset; level of theory: ωB97M-V with the def2-TZVPD basis set.

XYZ file:
```
63
Properties=species:S:1:pos:R:3
Au -1.38671 -1.36074 -0.05021
F -4.54467 -4.82182 4.34930
C -4.24703 -4.36186 3.14174
F -4.22232 -5.38438 2.27760
F -5.20662 -3.51169 2.75929
C -2.89251 -3.67740 3.14501
C -2.03720 -3.79460 4.22905
C -0.79113 -3.18913 4.17919
C -0.41533 -2.47290 3.03743
N -1.22744 -2.36369 2.00475
C -2.44902 -2.94545 2.03604
S -3.31297 -2.66793 0.57641
H -2.35215 -4.34777 5.10368
H -0.10662 -3.26710 5.01248
H 0.54616 -1.97941 2.95862
N -1.69597 -1.50577 -2.72327
N -2.60091 -0.53969 -3.15878
C -3.18801 0.32232 -2.30163
N -4.07190 1.17653 -2.79233
N -2.78178 0.24280 -1.02820
N -3.36718 0.99712 -0.02838
O -4.14972 1.90175 -0.27980
O -2.95650 0.76138 1.09627
H -0.73825 -1.21990 -2.89475
H -1.89147 -2.38621 -3.17951
H -2.84088 -0.49502 -4.13596
H -4.35234 1.15550 -3.75932
H -4.52371 1.81366 -2.15484
O 0.48398 -0.77742 -0.85350
As 1.42089 0.61297 -0.61611
C 2.36651 0.42790 1.03919
C 2.51393 -0.85531 1.55644
C 3.25913 -1.03505 2.71465
C 3.83813 0.06056 3.34226
C 3.68351 1.33771 2.81920
C 2.94342 1.52918 1.66059
C 0.40363 2.22355 -0.60986
C 0.11785 2.83774 -1.82869
C -0.66201 3.98279 -1.84315
C -1.14841 4.50496 -0.64952
C -0.86092 3.88768 0.56083
C -0.08295 2.73926 0.58671
C 2.68889 0.62500 -2.04426
C 3.38896 1.79126 -2.33335
C 4.35477 1.76825 -3.32782
C 4.60888 0.59061 -4.01942
C 3.90353 -0.56850 -3.72487
C 2.93365 -0.55668 -2.73287
H 2.07565 -1.70029 1.03882
H 3.40144 -2.03071 3.11563
H 4.42744 -0.08168 4.23885
H 4.14304 2.18539 3.30981
H 2.82773 2.52459 1.24936
H 0.52907 2.44267 -2.74948
H -0.87644 4.47645 -2.78213
H -1.74963 5.40492 -0.65964
H -1.24048 4.30429 1.48524
H 0.14819 2.25727 1.52902
H 3.19074 2.70757 -1.78919
H 4.90875 2.66687 -3.56436
H 5.36861 0.57554 -4.79006
H 4.11017 -1.48282 -4.26514
H 2.38449 -1.45511 -2.48307
```

Computed properties:
Net charge   +2
Spin multiplicity   3
ΔE to the lowest compared entry with this formula, charge and spin   0.0 kcal/mol
E_HOMO (alpha / beta)   -0.527 / -0.527 Ha
Electronic energy   -124880.759 eV
Molar mass   816.45 g/mol
LUMO level (alpha / beta)   -5.778 / -9.341 eV
Orbital gap (alpha / beta)   0.3147 / 0.1838 Ha



A single C25H23BCl4N2O3 molecule. Source: the Open Molecules 2025 dataset; level of theory: ωB97M-V with the def2-TZVPD basis set.

XYZ file:
```
58
Properties=species:S:1:pos:R:3
Cl 1.61005 3.34108 3.38581
B 1.58078 1.81826 2.38645
Cl 3.21361 1.68684 1.41038
Cl 1.49877 0.33110 3.59686
O 0.51642 1.74935 1.44750
C -0.49825 0.86945 1.27731
C -1.70037 1.17342 2.18151
C -2.53155 0.12664 2.63335
C -3.68581 0.35658 3.39296
C -3.97296 1.63509 3.86023
Cl -5.40932 1.93115 4.75875
C -3.07237 2.67558 3.58808
C -1.92525 2.43072 2.81376
H -0.22705 -0.20724 1.48586
H -2.27124 -0.89790 2.37829
H -4.37650 -0.45525 3.61296
H -3.28469 3.66658 3.98890
H -1.19388 3.24296 2.71278
O -5.10248 -3.59081 0.21809
N -3.99470 -3.88293 -0.28753
O -3.59400 -5.06330 -0.43447
C -3.13927 -2.81914 -0.69971
C -1.82221 -3.10624 -1.10444
C -0.87633 -2.07979 -1.14416
C -1.20355 -0.76982 -0.69491
C -0.23623 0.35013 -0.43502
C 1.12113 0.18524 -1.05590
N 1.58061 1.03753 -1.98926
C 0.74778 1.98403 -2.75185
C 1.72299 2.73534 -3.66722
C 3.12836 2.52019 -3.08750
C 3.01466 1.30842 -2.14917
C 1.98188 -0.95617 -0.70181
C 2.00324 -1.43006 0.62725
C 2.79154 -2.48249 1.01973
C 3.61965 -3.12091 0.10398
C 3.63796 -2.68113 -1.22930
C 2.79537 -1.65672 -1.64323
C -2.57184 -0.49280 -0.49082
C -3.52843 -1.49358 -0.46916
H -1.56921 -4.14915 -1.33600
H 0.13117 -2.34930 -1.50219
H -0.70593 1.33415 -0.73422
H -0.05061 1.47467 -3.31898
H 0.28293 2.69000 -2.05761
H 1.66774 2.34580 -4.69097
H 1.45275 3.79722 -3.71437
H 3.86531 2.35746 -3.87776
H 3.43868 3.40079 -2.51195
H 3.47532 1.54048 -1.17960
H 3.56413 0.46549 -2.58235
H 1.45645 -0.86150 1.38079
H 2.74668 -2.80395 2.05515
H 4.26754 -3.92876 0.41878
H 4.29001 -3.16417 -1.95299
H 2.76922 -1.37421 -2.70462
H -2.86944 0.53172 -0.32429
H -4.55927 -1.27612 -0.21214
```

Computed properties:
E_HOMO   -0.325 Ha
Electronic energy   -86185.898 eV
Molar mass   552.09 g/mol
LUMO level   -2.053 eV
Orbital gap   0.2491 Ha



C25H23BI2N10OTl as an isolated structure. Source: the Open Molecules 2025 dataset; level of theory: ωB97M-V with the def2-TZVPD basis set.

XYZ file:
```
63
Properties=species:S:1:pos:R:3
Tl -6.99764 1.14557 18.64501
C -3.37966 4.42307 19.67756
C -4.62142 3.94823 19.17444
N -4.65418 2.59286 19.19548
N -3.48980 2.13653 19.74789
C -2.64832 3.24006 20.02123
B -3.37816 0.59280 20.21346
N -3.48609 -0.38323 19.04506
C -4.11927 -0.26031 17.85427
C -4.55108 -1.51878 17.44282
C -4.14801 -2.39624 18.50372
N -3.54739 -1.76212 19.49630
N -4.44049 0.25296 21.34329
C -4.38259 0.53588 22.70823
C -5.63891 1.02119 23.12406
C -6.50373 0.79612 22.00760
N -5.78140 0.29154 20.97222
N -2.00253 0.44817 20.94281
C -1.71399 -0.74031 21.59092
C -0.36878 -0.98953 21.42795
C 0.13809 0.12771 20.65496
N -0.90446 0.98275 20.38650
H -3.01341 5.45754 19.65196
H -5.49294 4.43157 18.70114
H -1.68784 3.07745 20.42345
H -4.07716 0.70821 17.40395
H -5.15601 -1.76621 16.54174
H -4.06947 -3.49373 18.60525
H -3.55976 0.34495 23.34608
H -5.85374 1.47884 24.07983
H -7.58730 0.78859 21.89012
H -2.42613 -1.34149 22.11955
H 0.17546 -1.78379 21.84893
H 1.11459 0.39779 20.28637
I -14.18113 -0.78178 16.75809
C -12.41832 -0.44274 17.83419
C -11.64004 -1.46203 18.26137
C -10.47078 -1.18426 18.93984
I -9.19570 -2.69950 19.51044
C -10.15389 0.20259 19.31660
O -9.11072 0.42578 20.04357
C -10.92901 1.23880 18.73230
C -10.32556 2.63302 18.80332
N -9.08410 2.80114 18.01240
C -9.22693 2.51290 16.54930
C -8.00309 3.14171 15.88062
C -7.56743 4.44865 16.17182
C -6.38769 4.90194 15.61625
C -5.56566 4.03000 14.89164
C -6.10727 2.78055 14.64215
N -7.32489 2.34706 15.05401
C -12.07325 0.91543 18.10094
H -11.93559 -2.48668 18.10169
H -10.09335 2.95040 19.82450
H -11.08778 3.32432 18.40913
H -8.68147 3.74226 18.14425
H -10.15719 2.96261 16.19521
H -9.30571 1.45912 16.38864
H -8.02864 5.10428 16.90609
H -6.19928 5.98710 15.63465
H -4.63486 4.28612 14.41463
H -5.52283 2.07925 14.03551
H -12.79691 1.69354 17.81364
```

Computed properties:
Spin multiplicity   2
ΔE to the lowest compared entry with this formula, charge and spin   0.0 kcal/mol
E_HOMO (alpha / beta)   -0.294 / -0.294 Ha
Electronic energy   -64816.268 eV
Molar mass   948.53 g/mol
LUMO level (alpha / beta)   -0.361 / -3.267 eV
Orbital gap (alpha / beta)   0.2811 / 0.1743 Ha



Which of these has the lowest electronic energy?
C25H23AsAuF3N6O3S



The highest molar mass belongs to which entry?
C25H23BI2N10OTl